No. 1
DFT (ωB97M-V/def2-TZVPD) results for the ion C2H11N2OSi with charge +1 in a non-equilibrium geometry.

Structure (XYZ):
```
17
C2H11N2OSi (ωB97M-V/def2-TZVPD)
H 0.16275 -1.59475 -0.34739
H 1.01450 -0.05547 1.34316
H 1.51636 -2.17376 0.34365
Si -0.52360 1.04777 -0.54938
H -2.79982 1.10269 0.50043
H -3.56866 -0.55701 -0.33402
C -2.80887 -0.03710 0.31758
H 3.20141 0.37327 0.70837
N 1.14795 -1.39602 -0.21176
H -0.38556 1.30829 -2.08575
H -0.59021 2.07279 0.47065
O -1.53728 -0.16934 -0.33328
C 1.16419 0.12895 0.31049
N 2.42230 0.63089 0.14091
H 1.62347 -1.40893 -1.06314
H 2.68266 1.36515 -0.48241
H -2.72161 -0.63742 1.27189
```

Computed properties:
- Highest occupied orbital energy: -14.07 eV
- SMILES string: CO[SiH2][C@H](N)[NH3+]
- Total charge: +1
- Total energy: -15150.6356 eV

No. 2
DFT (ωB97M-V/def2-TZVPD) results for the molecule C4H6FNOS in a non-equilibrium geometry.

Structure (XYZ):
```
14
C4H6FNOS (ωB97M-V/def2-TZVPD)
H 0.96675 -0.81741 -2.45548
C -0.33712 0.39773 -1.30172
H 1.27288 1.20160 0.81690
H 1.54455 -1.22708 0.21801
C -0.38729 -0.00562 0.17874
H -1.60817 -0.36838 1.60401
F 0.21268 0.54752 2.38218
C 0.25521 1.04290 1.06822
H -0.34680 1.95245 1.04148
O -1.64912 -0.35284 0.64766
S -1.04018 1.57601 -2.18964
N 0.52020 -0.58285 -1.57415
H 0.04050 -2.18225 -0.19522
C 0.55593 -1.18180 -0.24100
```

Computed properties:
- Highest occupied orbital energy: -8.57 eV
- SMILES string: O[C@@]1(CF)CNC1=S
- Total charge: 0
- Total energy: -21334.6470 eV

No. 3
DFT (ωB97M-V/def2-TZVPD) results for a structure of composition CrH44O22 in a non-equilibrium geometry.

Structure (XYZ):
```
67
CrH44O22 (ωB97M-V/def2-TZVPD)
O -4.01237 0.97945 -2.18322
H -1.01495 -1.96395 -4.21820
H -0.73515 -1.21243 4.73200
H 1.15479 2.30403 0.61656
H -2.96980 0.85473 3.03508
H -1.25017 -2.79562 -2.97527
O 1.92452 0.42316 -4.07832
O -0.75201 -2.04619 -3.30151
H -4.30243 -0.25493 1.32039
O -3.69410 -0.85497 0.88898
H -0.98219 -5.14103 -2.37750
O -1.42447 1.52577 0.39330
H -2.77103 4.60713 -0.44561
H 2.06760 4.02922 1.94536
H 2.25532 -0.46258 1.61088
H 3.82040 -2.40604 -2.17889
H -1.55923 2.31087 -0.13745
H -1.92622 1.68721 1.19231
H -0.18393 -2.84031 0.61160
H -1.91012 -1.15074 1.90974
H 3.99940 2.12028 -1.12656
O 1.49704 -0.88347 1.20579
O 1.20440 1.55225 0.02614
H -4.24043 -1.35675 0.28402
H 4.53854 0.44795 1.31897
H 3.02047 -3.68061 -2.01318
H -1.50058 4.19731 -1.15970
O 1.58475 3.20367 1.98491
O -1.48668 -0.32241 -1.42989
H 2.00568 -3.79125 2.52632
O 1.74678 -3.53945 1.63988
H 1.45995 3.04320 2.92027
H -1.13142 2.20492 4.52979
O -0.20024 -2.32287 -0.19351
O -1.95126 4.12971 -0.31795
O -2.83930 1.75846 2.74788
H 1.98683 1.71263 -0.50141
H -1.34151 -0.92375 -2.16034
H 1.11540 0.93342 -4.11278
H 1.93670 -1.26979 -1.75843
H 2.49960 0.84161 -4.71896
O -1.06082 -0.73385 1.76439
O 0.06484 -0.89662 4.31187
H -4.65740 1.67423 -2.05119
H -2.10020 -4.47152 -1.60698
H -0.11987 1.11270 4.25459
H 1.73082 -1.81077 1.16458
O 3.94909 -0.10094 1.83617
H -0.23151 -2.97257 -0.89576
H 1.40971 -0.04454 -2.47463
O -0.07975 2.22838 -2.37948
O 1.31756 -0.54587 -1.66443
O -1.21709 -4.32060 -1.94400
O 3.22153 2.26701 -1.66471
O -0.26426 2.05357 4.15382
Cr 0.02138 -0.16312 0.00042
H 3.55945 2.35542 -2.55590
H -4.52580 0.17160 -2.18035
H -0.51592 2.35747 -3.22170
O 2.96684 -2.73238 -1.89401
H -2.27464 0.16395 -1.67240
H -2.97858 2.28328 3.53616
H 0.77063 -1.19180 4.88717
H -0.70743 -0.59631 2.64327
H 0.35654 3.06228 -2.20486
H 1.20744 -4.26760 1.33142
H 4.51881 -0.52927 2.47505
```

Computed properties:
- Highest occupied orbital energy (alpha / beta): -18.34 / -18.34 eV
- Spin multiplicity: 4
- Total charge: +3
- Total energy: -74161.0716 eV

No. 4
DFT (ωB97M-V/def2-TZVPD) results for the molecule C5H8N2.

Structure (XYZ):
```
15
C5H8N2 (ωB97M-V/def2-TZVPD)
H 1.62406 2.94896 -0.25939
H -0.40787 -2.72762 -0.53644
H 0.45256 2.76277 -1.40489
C 0.60083 1.18495 -0.17242
C -0.55891 -0.72902 0.14158
H -0.87755 0.43608 -1.68527
C -0.38774 0.32234 -0.72558
N 1.15556 2.28211 -0.85928
H 1.68274 0.98866 1.77843
H -1.89286 -1.90352 -1.00539
C -1.18868 -2.04426 -0.18333
H 0.29009 -1.10712 2.02681
N 0.25932 -0.52142 1.21034
C 0.96599 0.65634 1.04171
H -1.71754 -2.54923 0.63312
```

Computed properties:
- Highest occupied orbital energy: -7.34 eV
- SMILES string: Cc1cc(N)c[nH]1
- Total charge: 0
- Total energy: -8294.7457 eV

No. 5
DFT (ωB97M-V/def2-TZVPD) results for a cluster of 7 separate species, C13H42N2O7 in total in a non-equilibrium geometry.

Structure (XYZ):
```
64
C13H42N2O7 (ωB97M-V/def2-TZVPD)
O -2.19875 2.19708 -4.48486
C 2.58221 -0.84359 3.83277
H 1.82557 -6.15733 2.63090
H -2.61932 1.89619 -5.29378
H -1.37408 4.98553 -2.68616
H 0.80435 3.16407 -2.22480
H 1.31329 6.01384 -1.71946
H 0.25146 -7.57738 3.64957
H -0.25803 -2.11748 1.53784
H -0.47630 -5.17321 3.34425
H -1.55044 -3.20439 1.95769
H -2.54067 0.31262 -3.69774
C 0.90021 -6.37048 2.08228
H 1.30668 -1.16527 0.07620
H 3.26817 -2.61686 -0.38429
H -3.54812 1.81370 1.41120
O -0.32985 7.23349 -1.81929
C 2.57493 -3.08011 -1.09058
C 0.52198 8.25489 -1.35030
H -0.46780 0.07836 0.84006
H 1.72781 -0.16588 3.95721
O 3.16324 -0.85837 2.55225
C -0.49805 -2.97708 2.15851
C -3.75772 1.30068 0.46601
H 0.21104 4.11045 -0.25507
N 0.36671 -7.63332 2.64202
H 0.63768 6.27313 -3.36478
H 0.92240 7.98320 -0.36770
H 3.35237 -0.51825 4.52888
H 1.08344 -3.58243 0.11288
H 1.81506 -7.43209 0.40439
C -0.71157 4.46890 -0.72145
H 2.87915 -4.12658 -1.22034
H -0.37570 -2.74367 3.22061
H 2.18808 -1.82903 4.10729
H 1.34552 8.40141 -2.05959
H -0.33245 3.21472 -3.37071
H -4.21623 3.05671 -0.26026
N 0.34474 3.78902 -2.87710
C 1.18701 -6.56175 0.60840
H -3.73134 1.57905 -3.19371
C -0.13385 -5.29264 2.30708
C 0.38633 0.55859 0.35804
O 1.22997 -3.00017 -0.65017
H 2.66061 -2.62850 -2.07587
H 1.09120 -8.33888 2.53316
H -1.47207 3.68965 -0.71380
O 1.54053 -0.24293 0.26445
H -2.99723 0.57933 0.18991
C -0.41639 4.84669 -2.17803
C -2.68963 1.36546 -3.43830
C 0.39317 6.11130 -2.31216
H 0.64417 1.48489 0.87396
H -0.01306 9.19950 -1.28079
O 0.38600 -4.04160 1.86404
H -1.02114 5.35471 -0.16346
H 0.05780 0.91782 -0.62727
H 2.48591 -0.66940 1.88310
H -2.13951 1.53262 -2.51306
H -4.76032 0.88667 0.60818
O -3.74066 2.28641 -0.58370
H 1.71451 -5.72065 0.16137
H 0.23897 -6.73490 0.09393
H -1.03201 -5.53647 1.72017
```

Computed properties:
- Highest occupied orbital energy: -8.98 eV
- SMILES string: COC[C@H](C)N.COC[C@H](C)N.CO.CO.CO.CO.CO
- Total charge: 0
- Total energy: -31471.6860 eV

No. 6
DFT (ωB97M-V/def2-TZVPD) results for a structure of composition C5H8O3Se in a non-equilibrium geometry.

Structure (XYZ):
```
17
C5H8O3Se (ωB97M-V/def2-TZVPD)
O 0.89356 -1.15607 -0.02484
H -1.56819 -1.24688 0.54307
C 2.10451 -0.70646 -0.19554
H -0.94333 -0.33810 -1.64588
O 3.03546 -1.31610 -0.67983
H 2.93179 1.17855 0.88761
H -1.99175 0.13252 1.85826
H 0.40202 -0.29494 2.05464
H -2.73377 -1.01837 -1.28767
C -1.48491 -0.20734 0.99463
Se 0.60920 1.66061 0.39519
H -2.38772 0.70428 -1.99236
C -2.01584 -0.08838 -1.34850
C -0.04573 0.09322 1.08486
O -2.09459 0.52997 -0.04000
C 2.34380 0.82006 0.11819
H 2.94551 1.25344 -0.72183
```

Computed properties:
- Highest occupied orbital energy: -9.21 eV
- Total charge: 0
- Total energy: -76800.3655 eV

No. 7
DFT (ωB97M-V/def2-TZVPD) results for a structure of composition AlH12O6 in a non-equilibrium geometry.

Structure (XYZ):
```
19
AlH12O6 (ωB97M-V/def2-TZVPD)
H -18.92375 7.98451 -1.01065
H -21.89002 11.09910 1.59928
Al -18.54407 9.55842 2.27150
O -21.11871 11.01478 2.15982
H -17.43230 7.88317 -0.77143
O -20.35928 8.22277 4.24923
H -19.63970 10.37757 -1.17364
H -15.19234 8.30662 1.59599
H -16.47026 10.46501 -0.53853
O -19.66772 10.62602 -0.24967
O -16.72510 10.84785 0.30095
O -18.25414 8.11588 -0.33938
H -15.40032 7.97630 3.05871
H -21.45593 11.11980 3.04947
H -20.01113 8.03763 5.12144
O -15.85825 8.30139 2.28357
H -21.26974 7.92973 4.28708
H -16.02712 11.47118 0.50222
H -19.94858 11.54107 -0.25562
```

Computed properties:
- Highest occupied orbital energy (alpha / beta): -27.25 / -27.30 eV
- Spin multiplicity: 2
- Total charge: +4
- Total energy: -19015.2969 eV

No. 8
DFT (ωB97M-V/def2-TZVPD) results for a cluster of 2 separate species, FHN2O3 in total in a non-equilibrium geometry.

Structure (XYZ):
```
7
FHN2O3 (ωB97M-V/def2-TZVPD)
O 0.34815 -2.42184 2.44263
O 2.56243 -1.24252 3.28691
N 1.30246 -2.74678 1.90965
N 2.65591 -1.89653 2.33685
H -1.20941 0.64743 0.68091
O 3.59927 -2.11709 1.61711
F -0.92688 -0.04228 0.19021
```

Computed properties:
- Highest occupied orbital energy: -10.26 eV
- SMILES string: O=N[N+](=O)[O-].F
- Total charge: 0
- Total energy: -11850.6642 eV

How do the records compare in energy relative to the best compared isomer or geometry (same formula, charge and spin)? In the order shown, they have 0.0; 121.4; 0.0; 24.2; 42.0; 87.0; 103.5; 7.8 kJ/mol.